The following is a quantum chemistry calculation of a molecular structure, C44H48AsCrIN3O in a non-equilibrium geometry, from OMol25.

- molar mass (g/mol) = 888.7
- 2S+1 = 5
- energy relative to the best compared isomer or geometry (same formula, charge and spin) (kJ/mol) = 374.7
- charge = +1
- HOMO level (alpha / beta) (eV) = -9.45 / -9.43
- <S²> = 6.0771
- total energy (Ha) = -5522.6337

CARTESIAN COORDINATES (ANGSTROEM)
Cr: 0.345 -0.568 -0.567
C: -1.297 -3.822 -1.907
C: -2.325 -3.426 -2.972
C: -1.807 -3.424 -4.419
C: -3.046 -2.146 -2.593
C: -4.425 -2.185 -2.764
C: -5.255 -1.188 -2.295
C: -4.695 -0.150 -1.581
C: -3.322 -0.036 -1.428
C: -2.803 1.142 -0.642
C: -3.287 2.466 -1.235
C: -3.242 1.002 0.822
C: -2.455 -1.006 -1.986
N: -1.078 -0.786 -1.926
C: -0.333 -0.507 -3.113
C: 0.425 0.765 -2.914
C: 0.896 1.753 -3.760
C: 1.875 2.446 -3.031
C: 1.979 1.837 -1.785
N: 1.063 0.835 -1.716
C: 3.036 2.086 -0.741
C: 2.949 3.529 -0.234
C: 2.920 1.115 0.436
C: 4.412 1.874 -1.396
H: -0.663 -4.629 -2.263
H: -1.829 -4.177 -1.026
H: -0.672 -2.984 -1.603
H: -3.085 -4.215 -2.936
H: -1.352 -2.482 -4.710
H: -2.636 -3.604 -5.101
H: -1.085 -4.224 -4.561
H: -4.861 -3.038 -3.266
H: -6.323 -1.238 -2.442
H: -5.336 0.602 -1.151
H: -1.711 1.139 -0.683
H: -4.355 2.598 -1.093
H: -3.073 2.509 -2.300
H: -2.781 3.297 -0.752
H: -4.323 1.074 0.913
H: -2.788 1.788 1.428
H: -2.934 0.032 1.220
H: -0.942 -0.496 -4.024
H: 0.575 1.943 -4.766
H: 2.450 3.276 -3.389
H: 1.955 3.745 0.145
H: 3.164 4.221 -1.042
H: 3.670 3.696 0.563
H: 1.965 1.241 0.952
H: 3.725 1.316 1.142
H: 3.024 0.082 0.095
H: 4.550 2.558 -2.227
H: 4.506 0.858 -1.775
H: 5.201 2.046 -0.667
I: 5.574 -2.373 -2.275
C: 3.565 -1.925 -2.710
C: 3.166 -1.483 -3.999
C: 1.855 -1.308 -4.255
C: 0.828 -1.591 -3.215
N: 1.344 -1.707 -1.873
C: 2.627 -1.957 -1.699
H: 3.909 -1.289 -4.755
H: 1.511 -0.973 -5.220
H: 0.316 -2.533 -3.462
H: 2.927 -2.174 -0.679
O: -0.385 0.454 1.055
As: 0.070 0.331 2.633
C: 0.767 2.031 3.267
C: 1.289 2.164 4.549
C: 1.668 3.416 5.005
C: 1.517 4.529 4.191
C: 0.981 4.397 2.919
C: 0.598 3.148 2.459
C: -1.486 -0.001 3.760
C: -1.980 -1.280 3.970
C: -3.130 -1.449 4.726
C: -3.772 -0.350 5.275
C: -3.272 0.926 5.070
C: -2.131 1.103 4.306
C: 1.332 -1.151 2.618
C: 2.544 -1.142 3.291
C: 3.432 -2.194 3.116
C: 3.115 -3.239 2.260
C: 1.902 -3.252 1.588
C: 1.005 -2.205 1.761
H: 1.377 1.293 5.191
H: 2.072 3.529 5.999
H: 1.807 5.504 4.552
H: 0.855 5.269 2.294
H: 0.156 3.017 1.474
H: -1.469 -2.141 3.546
H: -3.526 -2.441 4.885
H: -4.660 -0.488 5.874
H: -3.769 1.782 5.502
H: -1.738 2.102 4.127
H: 2.791 -0.316 3.949
H: 4.376 -2.196 3.642
H: 3.810 -4.054 2.127
H: 1.654 -4.078 0.937
H: 0.012 -2.244 1.290